# 1
Formula: C32H36F4N6OPdTe
Source: the OMol25 dataset
Level of theory: ωB97M-V/def2-TZVPD

Output
charge: +1
LUMO energy (alpha / beta): -2.79 / -5.17 eV
⟨S²⟩: 0.789
frontier orbital gap (alpha / beta): 8.0 / 5.6 eV
multiplicity: 2

Geometry as XYZ:
```
81
C32H36F4N6OPdTe (ωB97M-V/def2-TZVPD)
Pd 0.37 -2.02 1.99
C -2.20 -2.93 1.19
N -1.59 -2.49 2.47
C -2.41 -1.41 3.04
C -1.51 -3.62 3.42
C -0.40 -4.58 3.06
N 0.82 -3.79 2.90
C 2.03 -4.30 3.13
C 3.09 -3.43 3.51
F 2.83 -2.17 3.79
C 4.37 -3.91 3.71
F 5.32 -3.06 4.09
C 4.66 -5.25 3.56
C 3.64 -6.13 3.21
F 3.90 -7.42 3.04
C 2.36 -5.68 3.02
F 1.42 -6.54 2.62
H -3.21 -3.31 1.37
H -1.59 -3.70 0.72
H -2.25 -2.07 0.52
H -3.42 -1.77 3.25
H -2.47 -0.59 2.32
H -1.95 -1.04 3.95
H -2.47 -4.14 3.46
H -1.30 -3.20 4.41
H -0.61 -5.14 2.14
H -0.29 -5.32 3.86
H 5.67 -5.62 3.71
N 2.22 -1.86 1.11
C 2.89 -0.90 0.97
N 3.68 0.07 0.76
C 3.27 1.31 0.58
N 2.93 2.40 0.41
C 0.40 1.28 2.74
C -0.15 0.75 1.45
O -0.69 1.76 0.67
N -0.19 -0.41 0.97
Te -1.25 0.91 -0.99
C -2.39 2.56 -1.67
C -2.50 2.63 -3.07
C -1.80 1.67 -4.01
C -3.28 3.62 -3.64
C -3.99 4.53 -2.86
C -4.82 5.61 -3.49
C -3.91 4.40 -1.48
C -3.14 3.43 -0.86
C -3.24 3.34 0.65
C 0.58 1.09 -1.97
C 1.16 -0.11 -2.37
C 0.54 -1.47 -2.15
C 2.40 -0.05 -3.00
C 3.04 1.15 -3.24
C 4.40 1.20 -3.88
C 2.42 2.33 -2.82
C 1.20 2.34 -2.17
C 0.64 3.64 -1.69
H -0.13 2.18 3.04
H 1.45 1.56 2.58
H 0.35 0.52 3.52
H -1.76 0.64 -3.64
H -0.77 1.98 -4.21
H -2.34 1.64 -4.95
H -3.35 3.68 -4.72
H -4.83 5.53 -4.57
H -4.43 6.60 -3.23
H -5.85 5.57 -3.13
H -4.49 5.08 -0.86
H -3.58 4.30 1.05
H -2.29 3.11 1.12
H -3.97 2.59 0.94
H -0.10 -1.52 -1.27
H 1.33 -2.21 -1.99
H -0.04 -1.78 -3.02
H 2.88 -0.98 -3.30
H 4.67 0.25 -4.32
H 5.15 1.46 -3.13
H 4.44 1.97 -4.65
H 2.93 3.27 -2.97
H 1.37 4.43 -1.87
H 0.43 3.62 -0.62
H -0.28 3.91 -2.21
```

Results of the Löwdin charge analysis, in e, for atoms 1 through 8:
1 Pd 0.9742
2 C -0.0691
3 N -0.3816
4 C -0.0637
5 C -0.1725
6 C -0.1745
7 N -0.0095
8 C -0.1451

=====

# 2
Formula: H2N2O4S
Source: the OMol25 dataset
Level of theory: ωB97M-V/def2-TZVPD

Output
charge: 0
LUMO energy: -1.55 eV
frontier orbital gap: 8.3 eV

Geometry as XYZ:
```
9
H2N2O4S (ωB97M-V/def2-TZVPD)
N -0.67 1.58 -0.33
N 0.13 -1.64 -0.03
O -0.26 1.17 -1.33
O -0.49 0.96 0.76
O 2.02 -0.34 0.89
O -1.26 2.67 -0.34
S 0.70 -0.77 1.16
H -0.50 -2.42 0.14
H 0.34 -1.21 -0.92
```

Results of the natural (NBO) charge analysis, in e, for atoms 1 through 8:
1 N 0.7306
2 N -1.0554
3 O -0.4488
4 O -0.5494
5 O -0.8081
6 O -0.4374
7 S 1.6746
8 H 0.4431

=====

# 3
Formula: C30H72Br2ClN2O9
Source: the OMol25 dataset
Level of theory: ωB97M-V/def2-TZVPD

Output
charge: +1
LUMO energy: -3.74 eV
frontier orbital gap: 7.8 eV

Geometry as XYZ:
```
116
C30H72Br2ClN2O9 (ωB97M-V/def2-TZVPD)
C 2.06 0.31 0.74
C 0.76 0.73 0.09
Br 0.80 2.68 -0.14
C -0.53 0.37 0.84
Br -0.31 0.38 2.79
C -1.11 -0.94 0.32
C -1.08 -2.12 1.23
N -1.99 -2.98 0.93
C -2.21 -4.22 1.69
C -2.27 -5.46 0.80
C -1.97 -6.70 1.63
Cl -2.99 -6.75 3.10
C -2.73 -2.49 -0.26
C -4.01 -3.19 -0.68
C -4.99 -3.58 0.41
O -5.80 -4.49 0.23
C -2.63 -0.98 -0.06
C -3.46 -0.36 1.07
C -4.95 -0.20 0.72
N -5.47 0.98 1.43
H 2.02 -0.74 1.03
H 2.85 0.42 0.01
H 2.30 0.93 1.59
H 0.67 0.34 -0.91
H -1.24 1.16 0.66
H -0.49 -1.28 -0.52
H -0.42 -2.30 2.06
H -3.15 -4.11 2.22
H -1.43 -4.28 2.43
H -3.27 -5.57 0.40
H -1.54 -5.38 0.00
H -0.94 -6.69 1.97
H -2.20 -7.61 1.08
H -2.04 -2.67 -1.09
H -3.79 -4.06 -1.28
H -4.54 -2.50 -1.34
H -4.98 -3.06 1.38
H -2.82 -0.38 -0.94
H -3.38 -0.91 2.00
H -3.12 0.65 1.29
H -5.07 -0.08 -0.35
H -5.48 -1.08 1.08
H -5.76 0.70 2.35
H -6.29 1.34 0.96
C -1.80 5.10 4.13
C -2.55 3.89 4.66
O -2.75 2.91 3.64
H -2.34 5.55 3.30
H -1.66 5.85 4.91
H -0.81 4.80 3.76
H -3.54 4.19 5.01
H -2.01 3.44 5.50
H -1.88 2.64 3.33
C 2.55 -2.66 -2.41
C 1.09 -2.34 -2.67
O 0.84 -0.93 -2.64
H 2.85 -2.26 -1.44
H 2.73 -3.73 -2.43
H 3.18 -2.18 -3.17
H 0.45 -2.79 -1.91
H 0.77 -2.74 -3.64
H 1.38 -0.51 -3.31
C 4.84 2.35 -3.01
C 3.51 2.30 -3.73
O 2.49 1.69 -2.93
H 5.15 1.34 -2.74
H 5.60 2.81 -3.63
H 4.75 2.92 -2.08
H 3.59 1.72 -4.65
H 3.18 3.31 -4.01
H 2.41 2.22 -2.13
C 6.48 7.33 -4.05
C 5.72 6.02 -3.96
O 6.49 4.92 -4.46
H 6.77 7.53 -5.08
H 5.88 8.16 -3.68
H 7.40 7.28 -3.46
H 4.82 6.06 -4.56
H 5.43 5.81 -2.92
H 7.29 4.86 -3.94
C -6.10 -7.50 -1.14
C -6.81 -8.84 -1.00
O -6.04 -9.91 -1.53
H -5.88 -7.30 -2.19
H -6.70 -6.69 -0.75
H -5.14 -7.51 -0.60
H -7.75 -8.83 -1.55
H -7.03 -9.04 0.06
H -5.21 -9.96 -1.05
C 0.44 4.10 7.86
C -0.43 5.34 7.91
O -1.82 5.01 7.91
H 0.21 3.51 6.97
H 1.50 4.36 7.84
H 0.27 3.46 8.73
H -0.26 5.96 7.03
H -0.20 5.93 8.80
H -2.00 4.47 8.69
C 3.91 -3.66 -6.70
C 3.31 -2.40 -6.12
O 4.31 -1.54 -5.56
H 4.47 -4.21 -5.94
H 3.14 -4.32 -7.10
H 4.61 -3.43 -7.51
H 2.63 -2.64 -5.31
H 2.75 -1.85 -6.89
H 4.92 -1.30 -6.26
C 3.81 4.99 2.25
C 4.14 5.93 1.11
O 4.49 5.20 -0.07
H 4.65 4.34 2.47
H 3.55 5.54 3.16
H 2.96 4.34 1.98
H 4.99 6.55 1.36
H 3.29 6.58 0.89
H 3.73 4.66 -0.30
```

Results of the Löwdin charge analysis, in e, for atoms 1 through 8:
1 C -0.1625
2 C -0.7406
3 Br 0.7956
4 C -0.6458
5 Br 0.8585
6 C -0.2330
7 C 0.0164
8 N 0.0233

=====

# 4
Formula: CH8N5S
Source: the OMol25 dataset
Level of theory: ωB97M-V/def2-TZVPD

Output
charge: +1
LUMO energy: -4.87 eV
frontier orbital gap: 8.3 eV

Geometry as XYZ:
```
15
CH8N5S (ωB97M-V/def2-TZVPD)
C 0.08 2.16 0.26
N -2.42 -0.87 0.54
N 2.04 -0.84 0.31
N 0.30 -0.96 -1.09
N 0.99 1.90 -0.50
N 0.87 -0.49 0.00
S -0.81 2.36 1.49
H -1.87 -0.47 1.29
H -2.45 -0.27 -0.18
H 2.33 -0.51 1.15
H 2.72 -1.52 -0.29
H 0.74 -1.31 -1.90
H -0.70 -0.89 -0.92
H 1.52 2.60 -1.13
H -3.34 -0.89 0.95
```

Results of the natural (NBO) charge analysis, in e, for atoms 1 through 8:
1 C 0.1781
2 N -1.0799
3 N -0.4271
4 N -0.5042
5 N -0.7550
6 N 0.1994
7 S 0.1569
8 H 0.3628